21
Properties=species:S:1:pos:R:3 method="wB97M-V/def2-TZVPD" lumo_energy_ev=0.4 spin_multiplicity=1 relative_energy_kj_mol=143.03 gap_ev=10.07 smiles="CCN(C)C=O.O.O"
O 1.9430 2.7808 0.9673
O 0.6120 0.7456 2.3047
O 1.9113 0.2788 -2.3807
N -0.8820 -0.1076 0.8157
C 0.2175 -0.1544 1.5780
C -0.0930 -1.9753 -0.7189
C -1.6123 1.1733 0.7219
C -1.2719 -1.2193 -0.0632
H -1.7764 1.5645 1.7318
H 1.2048 -0.1129 -2.9053
H 0.8912 -1.0179 1.3551
H -2.5682 1.0435 0.2181
H -1.7600 -0.7122 -0.8977
H -0.9640 1.8502 0.1513
H 2.5527 -0.4353 -2.3164
H -0.0724 -2.8810 -0.0723
H 0.8393 -1.4258 -0.6550
H -0.3091 -2.2439 -1.7601
H 1.5609 2.7695 0.0900
H 1.6267 1.9834 1.4416
H -2.0501 -1.9041 0.3940